Version P
Below is a cluster of 11 separate species, C44H66O33 in total, with properties calculated with ωB97M-V/def2-TZVPD.

As for the HOMO energy: -10.4 eV. The HOMO-LUMO gap comes out at 9.946 eV. Its SMILES is C[C@H]1COC(=O)O1.C[C@H]1COC(=O)O1.C[C@H]1COC(=O)O1.C[C@H]1COC(=O)O1.C[C@H]1COC(=O)O1.C[C@H]1COC(=O)O1.C[C@H]1COC(=O)O1.C[C@H]1COC(=O)O1.C[C@H]1COC(=O)O1.C[C@H]1COC(=O)O1.C[C@H]1COC(=O)O1.

XYZ file:
```
143
Properties=species:S:1:pos:R:3:lowdin_charge:R:1
C 3.437 1.843 3.341 -0.01
C 3.276 3.332 3.156 -0.29
C 2.531 4.055 4.308 -0.09
O 3.384 5.129 4.657 0.07
C 4.582 5.006 4.029 -0.56
O 5.502 5.728 4.192 0.18
O 4.579 3.917 3.228 0.09
H 3.843 1.668 4.342 0.09
H 4.113 1.437 2.600 0.08
H 2.469 1.337 3.299 0.07
H 2.759 3.582 2.228 0.14
H 2.334 3.405 5.165 0.13
H 1.578 4.459 3.969 0.13
C 5.125 -1.063 6.154 -0.02
C 4.794 -2.170 5.182 -0.30
C 3.502 -2.963 5.478 -0.06
O 2.688 -2.773 4.318 0.05
C 3.336 -2.021 3.411 -0.56
O 2.882 -1.672 2.368 0.16
O 4.523 -1.599 3.887 0.08
H 5.394 -1.495 7.114 0.09
H 4.335 -0.314 6.176 0.09
H 6.003 -0.548 5.754 0.09
H 5.636 -2.855 5.082 0.15
H 3.008 -2.571 6.366 0.13
H 3.684 -4.028 5.598 0.14
C -0.202 -0.099 4.180 -0.01
C -1.271 -0.280 5.220 -0.30
C -2.344 0.807 5.347 -0.09
O -3.575 0.104 5.314 0.06
C -3.349 -1.230 5.147 -0.56
O -4.206 -2.043 5.102 0.19
O -2.037 -1.479 4.975 0.08
H 0.636 -0.780 4.313 0.08
H 0.208 0.915 4.264 0.09
H -0.617 -0.191 3.173 0.08
H -0.805 -0.463 6.193 0.15
H -2.304 1.529 4.529 0.12
H -2.220 1.332 6.292 0.13
C -6.821 -1.140 -5.655 -0.01
C -5.590 -0.241 -5.669 -0.29
C -5.786 1.089 -4.946 -0.08
O -4.597 1.233 -4.182 0.07
C -3.996 0.032 -4.050 -0.58
O -3.117 -0.209 -3.282 0.14
O -4.537 -0.850 -4.900 0.09
H -7.650 -0.571 -6.079 0.09
H -7.073 -1.384 -4.622 0.08
H -6.644 -2.054 -6.212 0.09
H -5.259 -0.141 -6.702 0.14
H -6.654 1.103 -4.285 0.13
H -5.883 1.901 -5.665 0.14
C -5.096 2.456 2.940 -0.02
C -5.062 1.511 1.764 -0.27
C -3.605 1.151 1.339 -0.08
O -3.508 -0.268 1.520 0.02
C -4.738 -0.756 1.841 -0.58
O -5.034 -1.900 1.778 0.18
O -5.563 0.234 2.221 0.09
H -4.398 3.284 2.787 0.09
H -4.850 1.935 3.861 0.08
H -6.078 2.921 3.043 0.09
H -5.636 1.834 0.900 0.15
H -2.878 1.630 1.992 0.11
H -3.447 1.373 0.285 0.13
C -5.512 -1.726 -1.621 -0.01
C -4.520 -2.805 -1.941 -0.29
C -3.241 -2.751 -1.106 -0.08
O -3.047 -4.117 -0.713 0.06
C -4.177 -4.820 -0.911 -0.57
O -4.369 -5.922 -0.509 0.16
O -5.077 -4.093 -1.610 0.09
H -5.912 -1.868 -0.614 0.09
H -6.368 -1.683 -2.294 0.08
H -5.017 -0.751 -1.593 0.08
H -4.269 -2.851 -3.001 0.15
H -3.298 -2.185 -0.176 0.11
H -2.432 -2.359 -1.720 0.13
C 7.216 0.669 0.764 -0.02
C 6.800 -0.271 -0.334 -0.31
C 5.324 -0.681 -0.397 -0.07
O 5.069 -0.736 -1.803 0.07
C 6.043 -0.062 -2.458 -0.55
O 6.137 0.000 -3.643 0.17
O 6.952 0.426 -1.585 0.08
H 6.536 1.512 0.885 0.09
H 8.173 1.116 0.486 0.09
H 7.320 0.162 1.724 0.09
H 7.424 -1.168 -0.333 0.16
H 4.646 0.006 0.104 0.12
H 5.181 -1.681 0.009 0.14
C -0.778 0.213 -0.937 0.00
C -0.041 1.011 0.125 -0.26
C 1.358 0.464 0.458 -0.09
O 2.239 1.552 0.250 0.05
C 1.574 2.644 -0.159 -0.59
O 2.046 3.726 -0.300 0.15
O 0.290 2.318 -0.426 0.08
H -0.056 -0.325 -1.555 0.09
H -1.353 0.840 -1.616 0.07
H -1.425 -0.535 -0.479 0.07
H -0.663 1.137 1.013 0.12
H 1.670 -0.348 -0.204 0.13
H 1.437 0.039 1.461 0.10
C 3.179 2.889 -5.637 -0.02
C 3.598 1.846 -4.630 -0.30
C 2.945 2.009 -3.237 -0.09
O 2.260 0.779 -3.030 0.04
C 2.497 -0.077 -4.068 -0.57
O 2.081 -1.187 -4.083 0.17
O 3.168 0.542 -5.052 0.09
H 3.550 2.630 -6.629 0.09
H 3.639 3.840 -5.359 0.09
H 2.097 3.017 -5.713 0.07
H 4.686 1.844 -4.570 0.14
H 2.212 2.817 -3.274 0.12
H 3.652 2.199 -2.431 0.13
C -0.899 2.645 -4.628 0.00
C -0.848 1.904 -5.932 -0.29
C -0.735 0.382 -5.769 -0.06
O -1.583 -0.135 -6.801 0.09
C -2.414 0.833 -7.222 -0.58
O -3.288 0.722 -8.023 0.15
O -2.155 1.993 -6.574 0.06
H -1.658 2.198 -3.983 0.08
H -1.148 3.691 -4.805 0.10
H 0.031 2.563 -4.062 0.07
H -0.183 2.298 -6.702 0.15
H -1.053 0.115 -4.765 0.12
H 0.278 0.080 -6.027 0.14
C -1.425 -3.631 2.378 0.00
C -0.047 -3.208 1.916 -0.31
C 0.979 -4.337 1.855 -0.07
O 1.656 -4.107 0.607 0.07
C 0.912 -3.290 -0.162 -0.57
O 1.134 -3.021 -1.293 0.17
O -0.138 -2.800 0.541 0.06
H -2.128 -2.819 2.214 0.08
H -1.310 -3.878 3.437 0.10
H -1.727 -4.524 1.835 0.09
H 0.364 -2.384 2.501 0.11
H 0.526 -5.330 1.808 0.14
H 1.707 -4.326 2.659 0.11
```

=====

Version Q
Below is a cluster of 11 separate species, C44H66O33 in total, with properties calculated with ωB97M-V/def2-TZVPD.

As for the HOMO energy: -10.4 eV. The HOMO-LUMO gap comes out at 10.471 eV. Its SMILES is C[C@H]1COC(=O)O1.C[C@H]1COC(=O)O1.C[C@H]1COC(=O)O1.C[C@H]1COC(=O)O1.C[C@H]1COC(=O)O1.C[C@H]1COC(=O)O1.C[C@H]1COC(=O)O1.C[C@H]1COC(=O)O1.C[C@H]1COC(=O)O1.C[C@H]1COC(=O)O1.C[C@H]1COC(=O)O1.

XYZ file:
```
143
Properties=species:S:1:pos:R:3:lowdin_charge:R:1
C -14.347 -6.485 -14.393 -0.01
C -14.281 -7.700 -13.424 -0.33
C -13.868 -7.317 -12.001 -0.12
O -14.815 -7.895 -11.162 0.09
C -15.752 -8.489 -11.918 -0.53
O -16.611 -9.209 -11.435 0.13
O -15.540 -8.180 -13.202 0.09
H -15.071 -5.713 -14.134 0.09
H -14.693 -6.854 -15.359 0.08
H -13.380 -5.990 -14.487 0.08
H -13.684 -8.526 -13.810 0.16
H -13.804 -6.232 -11.925 0.13
H -12.850 -7.679 -11.862 0.14
C -17.307 -14.641 -17.799 -0.01
C -18.443 -14.809 -16.764 -0.31
C -18.761 -13.708 -15.772 -0.11
O -20.159 -13.607 -15.728 0.08
C -20.601 -14.261 -16.844 -0.54
O -21.788 -14.314 -17.186 0.10
O -19.666 -14.953 -17.441 0.10
H -17.237 -15.524 -18.434 0.08
H -16.415 -14.364 -17.237 0.09
H -17.568 -13.887 -18.541 0.09
H -18.330 -15.768 -16.259 0.15
H -18.290 -12.758 -16.026 0.14
H -18.504 -14.017 -14.759 0.14
C -27.631 -17.268 -15.367 -0.01
C -27.024 -17.094 -14.003 -0.38
C -27.254 -15.786 -13.386 -0.15
O -27.717 -16.050 -12.122 0.10
C -28.012 -17.358 -12.015 -0.53
O -28.385 -17.882 -11.000 0.16
O -27.570 -18.000 -13.109 0.11
H -27.413 -16.592 -16.194 0.09
H -28.697 -17.132 -15.184 0.09
H -27.615 -18.304 -15.708 0.09
H -25.949 -17.275 -14.002 0.16
H -27.882 -15.087 -13.940 0.14
H -26.289 -15.284 -13.312 0.14
C -9.233 -12.705 -17.731 -0.02
C -8.247 -13.218 -18.797 -0.29
C -7.913 -12.273 -19.940 -0.07
O -6.478 -12.327 -19.932 0.08
C -5.979 -12.847 -18.831 -0.57
O -4.813 -12.906 -18.521 0.14
O -7.002 -13.339 -18.085 0.06
H -9.497 -13.527 -17.066 0.08
H -10.237 -12.500 -18.102 0.08
H -8.892 -11.861 -17.131 0.09
H -8.474 -14.199 -19.214 0.15
H -8.294 -11.261 -19.803 0.13
H -8.270 -12.626 -20.907 0.13
C -21.943 -17.755 -24.116 -0.01
C -21.737 -17.798 -22.600 -0.32
C -22.868 -18.429 -21.890 -0.11
O -22.303 -19.615 -21.465 0.12
C -21.026 -19.639 -21.565 -0.64
O -20.285 -20.545 -21.244 0.14
O -20.651 -18.668 -22.332 0.11
H -22.223 -18.788 -24.322 0.09
H -21.015 -17.657 -24.681 0.09
H -22.776 -17.134 -24.444 0.09
H -21.449 -16.829 -22.193 0.16
H -23.625 -18.598 -22.656 0.14
H -23.267 -17.873 -21.042 0.15
C -23.662 -16.226 -7.371 -0.02
C -22.971 -15.603 -8.552 -0.33
C -21.563 -15.100 -8.356 -0.09
O -20.859 -15.698 -9.426 0.08
C -21.625 -16.479 -10.160 -0.54
O -21.216 -16.973 -11.231 0.10
O -22.827 -16.580 -9.579 0.09
H -24.611 -16.645 -7.705 0.09
H -23.980 -15.372 -6.773 0.09
H -23.088 -16.873 -6.707 0.09
H -23.531 -14.776 -8.989 0.16
H -21.159 -15.388 -7.385 0.14
H -21.524 -14.019 -8.489 0.14
C -14.991 -20.634 -25.370 -0.01
C -14.468 -19.397 -26.133 -0.31
C -15.465 -18.842 -27.148 -0.10
O -15.782 -17.578 -26.604 0.06
C -15.160 -17.342 -25.431 -0.55
O -15.534 -16.463 -24.674 0.14
O -14.307 -18.325 -25.237 0.10
H -14.178 -21.244 -24.977 0.08
H -15.595 -21.128 -26.131 0.08
H -15.779 -20.371 -24.664 0.10
H -13.619 -19.731 -26.730 0.15
H -16.395 -19.410 -27.165 0.13
H -14.992 -18.776 -28.128 0.13
C -12.237 -21.474 -18.683 -0.02
C -13.001 -20.326 -18.048 -0.29
C -13.989 -20.506 -16.914 -0.13
O -13.637 -19.733 -15.851 0.09
C -12.440 -19.262 -16.063 -0.47
O -11.812 -18.622 -15.122 0.05
O -12.084 -19.433 -17.375 0.08
H -12.905 -22.176 -19.181 0.09
H -11.760 -22.138 -17.963 0.09
H -11.508 -21.113 -19.409 0.09
H -13.468 -19.792 -18.876 0.15
H -13.938 -21.518 -16.514 0.14
H -15.047 -20.317 -17.092 0.14
C -22.027 -6.767 -10.149 -0.01
C -22.560 -7.455 -11.371 -0.39
C -22.844 -8.975 -11.148 -0.05
O -24.010 -8.996 -11.945 0.11
C -24.435 -7.827 -12.259 -0.60
O -25.534 -7.634 -12.852 0.10
O -23.781 -6.984 -11.571 0.14
H -22.287 -5.711 -10.215 0.09
H -20.942 -6.682 -10.090 0.09
H -22.567 -7.143 -9.280 0.09
H -21.893 -7.347 -12.226 0.17
H -23.063 -9.136 -10.093 0.13
H -21.933 -9.523 -11.391 0.14
C -14.215 -15.550 -7.855 0.00
C -13.719 -15.433 -9.339 -0.33
C -14.566 -14.952 -10.486 -0.09
O -13.889 -13.911 -11.179 0.10
C -12.758 -13.702 -10.510 -0.52
O -11.932 -12.856 -10.726 0.15
O -12.750 -14.445 -9.335 0.05
H -15.088 -14.917 -7.695 0.08
H -13.401 -15.256 -7.193 0.08
H -14.481 -16.554 -7.525 0.07
H -13.124 -16.320 -9.555 0.15
H -15.478 -14.525 -10.067 0.13
H -14.877 -15.750 -11.160 0.14
C -24.035 -10.511 -21.722 -0.01
C -23.815 -9.067 -21.322 -0.35
C -24.599 -8.701 -20.128 -0.10
O -23.677 -8.719 -19.055 0.10
C -22.450 -8.849 -19.511 -0.55
O -21.445 -8.887 -18.776 0.11
O -22.536 -9.022 -20.815 0.09
H -23.438 -10.797 -22.587 0.09
H -25.074 -10.840 -21.723 0.09
H -23.545 -11.078 -20.931 0.10
H -23.944 -8.361 -22.142 0.16
H -25.369 -9.422 -19.854 0.14
H -25.063 -7.717 -20.197 0.14
```

=====

Which of them is least stable? Easy: version Q.

=====

Version P
Below is a structure of composition C8H22FeN6O14, with properties calculated with ωB97M-V/def2-TZVPD.

As for the HOMO energy (alpha / beta): -2.8 / -2.8 eV. As for the multiplicity: 5. As for the total charge: -2. The HOMO-LUMO gap (alpha / beta) comes out at 7.172 / 7.149 eV.

XYZ file:
```
51
Properties=species:S:1:pos:R:3:lowdin_spin:R:1
Fe 0.145 -0.657 0.598 3.75
N 1.675 -2.430 -1.780 0.01
O 1.610 -1.832 -2.860 0.00
O 1.137 -1.898 -0.753 0.04
O 2.219 -3.544 -1.660 0.01
N -1.786 0.296 3.135 0.01
O -0.907 0.270 2.204 0.04
O -1.903 1.332 3.803 0.01
O -2.493 -0.704 3.332 0.00
N 1.655 -1.761 3.433 0.00
O 1.200 -1.742 2.259 0.02
O 2.912 -1.829 3.612 0.00
O 0.925 -1.673 4.431 0.00
N -2.133 -3.278 0.647 0.00
O -1.479 -2.185 0.471 0.02
O -1.877 -4.264 -0.051 0.00
O -3.044 -3.288 1.489 0.00
C 2.173 2.382 -0.914 0.00
C 2.636 1.044 -0.414 0.00
C 4.147 1.134 0.019 0.00
O 4.419 0.230 1.063 0.00
C 4.493 -1.143 0.705 0.00
N 1.797 0.529 0.661 0.03
H 2.059 3.058 -0.061 0.00
H 1.199 2.354 -1.408 0.00
H 2.850 2.815 -1.653 0.00
H 2.695 0.311 -1.225 0.00
H 4.321 2.160 0.367 0.00
H 4.853 1.120 -0.819 0.00
H 4.998 -1.701 1.488 0.00
H 5.043 -1.390 -0.214 0.00
H 3.513 -1.589 0.517 0.00
H 2.424 0.011 1.284 0.00
H 1.554 1.314 1.273 0.00
C -1.968 2.408 -0.624 0.00
C -2.164 0.888 -0.749 0.00
C -3.294 0.572 -1.670 0.00
O -4.526 1.026 -1.099 0.00
C -5.647 0.674 -1.884 0.00
N -0.921 0.159 -1.155 0.03
H -2.581 2.809 0.180 0.00
H -2.120 2.854 -1.606 0.00
H -0.938 2.525 -0.278 0.00
H -2.432 0.370 0.178 0.00
H -3.328 -0.502 -1.882 0.00
H -3.221 1.114 -2.626 0.00
H -6.509 1.287 -1.613 0.00
H -5.960 -0.339 -1.617 0.00
H -5.486 0.833 -2.952 0.00
H -0.631 0.580 -2.042 0.00
H -1.305 -0.710 -1.539 0.00
```

=====

Version Q
Below is a structure of composition C8H22FeN6O14, with properties calculated with ωB97M-V/def2-TZVPD.

As for the HOMO energy (alpha / beta): -2.9 / -2.5 eV. As for the multiplicity: 5. As for the total charge: -2. The HOMO-LUMO gap (alpha / beta) comes out at 7.024 / 6.564 eV.

XYZ file:
```
51
Properties=species:S:1:pos:R:3:lowdin_spin:R:1
Fe 0.739 -0.595 -1.322 3.76
N -0.756 -2.904 -3.200 0.01
O -1.988 -2.929 -3.402 0.01
O 0.037 -3.512 -3.916 0.00
O -0.320 -2.196 -2.224 0.03
N 3.024 -2.033 0.678 0.01
O 3.590 -3.116 0.545 0.00
O 2.063 -1.716 -0.085 0.03
O 3.373 -1.214 1.554 0.00
N 3.033 -0.272 -3.885 0.00
O 2.948 -0.998 -4.871 0.00
O 3.904 0.632 -3.811 0.00
O 2.193 -0.368 -2.939 0.03
N -1.080 1.512 -3.274 0.00
O -0.466 0.954 -2.308 0.03
O -1.799 0.848 -4.013 0.00
O -0.981 2.752 -3.383 0.00
C -0.542 -2.910 1.042 0.00
C -1.548 -1.849 0.689 0.00
C -2.497 -1.458 1.804 0.00
O -3.383 -0.464 1.343 0.00
C -4.145 0.111 2.366 0.00
N -0.904 -0.663 0.033 0.03
H -1.038 -3.796 1.450 0.00
H 0.133 -2.559 1.834 0.00
H 0.039 -3.163 0.163 0.00
H -2.171 -2.283 -0.108 0.00
H -1.906 -1.061 2.653 0.00
H -3.019 -2.358 2.154 0.00
H -4.247 -0.571 3.220 0.00
H -5.170 0.275 2.012 0.00
H -3.749 1.072 2.708 0.00
H -0.738 -0.008 0.804 0.00
H -1.639 -0.185 -0.491 0.00
C 3.193 1.814 1.465 0.00
C 1.826 1.420 0.971 0.00
C 0.821 2.502 1.258 0.00
O -0.497 2.024 1.100 0.00
C -1.452 3.052 1.116 0.00
N 1.807 1.071 -0.490 0.03
H 3.917 1.091 1.085 0.00
H 3.273 1.724 2.549 0.00
H 3.442 2.824 1.132 0.00
H 1.450 0.532 1.491 0.00
H 1.040 3.377 0.620 0.00
H 0.930 2.885 2.291 0.00
H -2.376 2.620 0.732 0.00
H -1.160 3.894 0.484 0.00
H -1.613 3.412 2.143 0.00
H 2.788 0.885 -0.707 0.00
H 1.618 1.900 -1.059 0.00
```

=====

Which of them is least stable? Easy: version P.

=====

Version P
Below is a cluster of 2 separate species, CBrCl2NO2 in total, with properties calculated with ωB97M-V/def2-TZVPD.

As for the HOMO energy (alpha / beta): -10.4 / -8.3 eV. The HOMO-LUMO gap (alpha / beta) comes out at 9.742 / 6.752 eV.

XYZ file:
```
7
Properties=species:S:1:pos:R:3:lowdin_charge:R:1
C 1.830 -0.223 -0.022 -1.74
N -2.091 0.520 -0.072 -0.19
O -1.230 -0.208 -0.474 -0.03
O -3.157 0.439 0.445 0.12
Cl 1.391 -1.336 -1.192 0.60
Cl 2.125 -0.735 1.509 0.61
Br 1.131 1.544 -0.194 0.63
```

=====

Version Q
Below is a structure of composition CBrCl2NO2, with properties calculated with ωB97M-V/def2-TZVPD.

As for the HOMO energy: -10.5 eV. The HOMO-LUMO gap comes out at 9.975 eV.

XYZ file:
```
7
Properties=species:S:1:pos:R:3:lowdin_charge:R:1
C -0.352 0.439 0.455 -1.54
N 0.667 -0.643 -0.750 -0.40
O 0.126 -0.807 -1.756 0.09
O 1.649 -1.098 -0.230 0.06
Cl 0.221 2.107 0.129 0.55
Cl -0.067 -0.101 2.051 0.60
Br -2.244 0.103 0.100 0.64
```

=====

Which of them is least stable? Easy: version P.